Record 1
ORCA calculation (ωB97M-V with the def2-TZVPD basis set) on a structure of composition C56H64N7OSn in a non-equilibrium geometry.

Properties
Multiplicity ... 1
Energy relative to the best compared isomer or geometry (same formula, charge and spin) ... 29.6 kJ/mol
E ... -77424.1687 eV
Total charge ... -1
E_LUMO (alpha / beta) ... 1.29 / 1.29 eV

Each line ends with the Löwdin charge.
Element x y z (Å)
Sn  -0.620  -0.647  -0.261  1.38
C  -4.041  4.408  2.430  -0.09
C  -4.484  3.228  1.557  -0.19
C  -3.407  2.716  0.647  -0.16
C  -3.189  3.016  -0.676  -0.14
C  -3.916  4.066  -1.466  -0.18
C  -4.542  3.597  -2.790  -0.09
C  -2.081  2.198  -1.099  -0.24
N  -1.650  1.429  -0.060  -0.02
C  -2.424  1.733  1.015  -0.26
C  -2.222  1.247  2.319  0.05
C  -1.196  0.431  2.753  -0.25
C  -0.958  0.053  4.140  -0.13
C  -1.805  0.458  5.307  -0.20
C  -3.013  -0.471  5.491  -0.09
C  0.139  -0.743  4.143  -0.13
C  0.578  -0.859  2.761  -0.22
C  1.671  -1.588  2.337  0.06
C  2.171  -1.686  1.036  -0.23
N  1.648  -1.047  -0.051  -0.01
C  2.415  -1.380  -1.116  -0.24
C  2.225  -0.886  -2.419  0.04
C  1.257  0.014  -2.828  -0.25
N  0.289  0.544  -2.030  -0.02
C  -0.435  1.412  -2.801  -0.25
C  -1.504  2.171  -2.380  0.05
C  0.101  1.432  -4.154  -0.13
C  1.142  0.565  -4.177  -0.13
C  1.935  0.109  -5.366  -0.20
C  1.417  -1.227  -5.918  -0.09
C  -0.472  2.209  -5.297  -0.19
C  0.053  3.647  -5.363  -0.09
C  3.471  -2.274  -0.705  -0.13
C  3.322  -2.458  0.643  -0.13
C  4.109  -3.369  1.538  -0.19
C  3.431  -4.734  1.711  -0.09
C  4.509  -2.871  -1.606  -0.20
C  5.693  -1.927  -1.853  -0.09
N  -0.255  -0.141  1.952  0.00
C  0.799  -1.394  5.317  -0.19
C  2.045  -0.633  5.789  -0.09
H  -4.845  4.727  3.099  0.07
H  -3.751  5.265  1.815  0.05
H  -3.183  4.128  3.046  0.07
H  -5.349  3.526  0.961  0.10
H  -4.818  2.409  2.197  0.11
H  -3.241  4.907  -1.652  0.10
H  -4.711  4.464  -0.834  0.10
H  -3.830  3.614  -3.615  0.05
H  -5.372  4.250  -3.071  0.07
H  -4.923  2.578  -2.701  0.08
H  -2.919  1.590  3.075  0.10
H  -2.155  1.484  5.168  0.10
H  -1.199  0.456  6.215  0.10
H  -3.618  -0.494  4.582  0.07
H  -3.645  -0.147  6.322  0.07
H  -2.680  -1.493  5.686  0.07
H  2.210  -2.136  3.103  0.11
H  2.934  -1.215  -3.171  0.10
H  -1.925  2.844  -3.116  0.09
H  2.988  0.005  -5.090  0.10
H  1.888  0.869  -6.149  0.10
H  1.459  -1.999  -5.147  0.07
H  2.000  -1.562  -6.780  0.07
H  0.372  -1.129  -6.223  0.08
H  -1.561  2.224  -5.213  0.11
H  -0.243  1.695  -6.234  0.10
H  -0.153  4.176  -4.429  0.06
H  -0.415  4.199  -6.181  0.07
H  1.134  3.655  -5.521  0.07
H  4.233  -2.903  2.519  0.10
H  5.112  -3.506  1.129  0.10
H  2.434  -4.610  2.137  0.05
H  4.013  -5.393  2.363  0.07
H  3.312  -5.223  0.742  0.08
H  4.050  -3.132  -2.563  0.11
H  4.872  -3.804  -1.168  0.10
H  5.346  -0.983  -2.279  0.07
H  6.421  -2.368  -2.539  0.07
H  6.200  -1.697  -0.913  0.07
H  1.072  -2.419  5.054  0.11
H  0.084  -1.463  6.140  0.10
H  2.781  -0.562  4.987  0.07
H  2.513  -1.131  6.643  0.07
H  1.781  0.384  6.087  0.07
C  -2.702  -3.199  -1.231  -0.14
C  -2.185  -3.610  -0.001  -0.48
C  -2.759  -3.204  1.242  -0.12
C  -2.209  -3.568  2.455  -0.15
C  -1.047  -4.341  2.524  -0.17
C  -0.435  -4.711  1.322  -0.15
C  -0.965  -4.344  0.103  -0.11
H  -3.632  -2.645  -1.289  0.00
H  -2.248  -3.524  -2.160  0.00
H  -3.655  -2.590  1.219  0.09
H  -2.688  -3.239  3.372  0.08
H  -0.624  -4.631  3.478  0.06
H  0.482  -5.290  1.345  0.07
H  -0.452  -4.621  -0.814  0.09
C  5.171  7.393  1.227  -0.06
C  3.699  7.367  0.898  -0.29
C  3.181  8.082  -0.174  -0.05
C  1.835  8.009  -0.506  -0.03
C  0.966  7.222  0.238  -0.25
N  -0.393  7.186  -0.142  0.13
C  -1.399  6.287  0.174  -0.53
O  -2.561  6.660  0.217  0.04
N  -1.045  4.988  0.414  0.17
C  0.069  4.272  -0.113  -0.24
C  0.586  4.509  -1.377  -0.02
C  1.641  3.728  -1.821  -0.06
C  2.137  2.742  -0.981  -0.15
N  1.644  2.514  0.234  0.10
C  0.628  3.258  0.650  -0.10
C  1.464  6.533  1.341  -0.02
C  2.812  6.601  1.650  -0.03
H  5.673  8.224  0.731  0.07
H  5.656  6.468  0.905  0.08
H  5.332  7.488  2.302  0.07
H  3.842  8.697  -0.776  0.11
H  1.455  8.561  -1.359  0.11
H  -0.776  8.041  -0.508  0.14
H  -1.820  4.417  0.720  0.11
H  0.156  5.279  -2.007  0.12
H  2.046  3.856  -2.817  0.10
H  2.954  2.100  -1.296  0.11
H  0.207  3.016  1.625  0.12
H  0.797  5.943  1.955  0.11
H  3.183  6.042  2.503  0.12

***

Record 2
ORCA calculation (ωB97M-V with the def2-TZVPD basis set) on a structure of composition C7H10Cl10F24NO4P3S2V in a non-equilibrium geometry.

Properties
Multiplicity ... 4
Energy relative to the best compared isomer or geometry (same formula, charge and spin) ... 0.0 kJ/mol
E ... -282789.9890 eV
Total charge ... -2
E_LUMO (alpha / beta) ... 3.38 / 3.38 eV

Each line ends with the Löwdin spin population.
Element x y z (Å)
V  1.462  -1.338  -0.614  2.79
P  -0.081  -5.015  -0.504  0.00
F  -0.045  -5.091  -2.169  0.00
F  0.522  -3.502  -0.559  0.02
F  -1.542  -4.498  -0.442  0.00
F  0.132  -5.072  1.085  0.00
F  -0.480  -6.566  -0.564  0.00
F  1.348  -5.653  -0.737  0.00
P  1.547  -1.970  2.409  0.00
F  0.647  -3.034  3.285  0.00
F  2.109  -3.206  1.560  0.01
F  0.327  -1.859  1.239  0.01
F  2.363  -1.029  1.360  0.02
F  1.044  -0.719  3.195  0.00
F  2.806  -2.187  3.401  0.00
P  3.422  -1.995  -2.670  0.00
F  3.267  -1.914  -4.332  0.00
F  4.911  -1.422  -2.678  0.00
F  2.697  -0.592  -2.364  0.02
F  3.462  -2.302  -1.043  0.03
F  1.871  -2.589  -2.640  0.02
F  4.012  -3.479  -2.998  0.00
C  -0.228  1.408  -3.077  0.00
F  0.314  2.599  -2.740  0.00
F  -1.340  1.581  -3.820  0.00
F  0.642  0.723  -3.791  0.00
S  -0.770  0.376  -1.473  0.01
O  -2.119  0.736  -1.017  0.01
O  -0.506  -1.007  -1.816  0.02
N  0.517  0.515  -0.291  0.03
S  0.027  1.782  0.560  0.00
O  -0.540  2.917  -0.198  0.00
O  -0.773  1.401  1.721  0.00
C  1.626  2.649  1.320  0.00
F  2.152  1.895  2.238  0.00
F  2.429  2.994  0.356  0.00
F  1.254  3.730  2.060  0.00
C  5.832  2.477  0.520  0.00
Cl  6.638  3.478  -0.834  0.00
Cl  4.998  1.048  -0.150  0.00
H  6.580  2.040  1.183  0.00
H  5.083  3.055  1.062  0.00
C  -1.329  3.330  4.969  0.00
Cl  -0.556  1.744  5.328  0.00
Cl  -1.498  4.499  6.361  0.00
H  -0.633  3.849  4.309  0.00
H  -2.330  3.312  4.539  0.00
C  -3.464  -0.769  2.125  0.00
Cl  -3.529  -2.076  1.008  0.00
Cl  -5.020  -0.351  2.918  0.00
H  -2.660  -0.771  2.861  0.00
H  -3.251  0.045  1.432  0.00
C  -4.491  0.189  -4.333  0.00
Cl  -5.324  -0.676  -5.626  0.00
Cl  -3.378  -0.833  -3.420  0.00
H  -3.793  0.879  -4.806  0.00
H  -5.094  0.685  -3.573  0.00
C  -4.164  3.057  0.108  0.00
Cl  -4.064  3.016  1.848  0.00
Cl  -5.568  4.037  -0.417  0.00
H  -3.246  3.416  -0.357  0.00
H  -4.226  2.053  -0.312  0.00

***

Record 3
ORCA calculation (ωB97M-V with the def2-TZVPD basis set) on a cluster of 2 separate species, C3H4N2O2 in total in a non-equilibrium geometry.

Properties
Multiplicity ... 1
Energy relative to the best compared isomer or geometry (same formula, charge and spin) ... 410.6 kJ/mol
E ... -10248.0099 eV
E_LUMO ... 0.69 eV

Each line ends with the natural charge from an NBO analysis.
Element x y z (Å)
C  0.024  0.325  1.382  0.00
C  3.271  0.412  -0.055  1.03
C  0.991  -1.094  -1.455  -0.45
N  0.574  -0.345  0.640  -0.01
N  1.077  -1.283  0.001  -0.36
O  3.733  0.241  -1.096  -0.52
O  2.851  0.632  0.999  -0.53
H  0.133  1.055  2.133  0.23
H  1.291  -0.117  -1.846  0.18
H  1.800  -1.716  -1.738  0.21
H  0.116  -1.435  -1.882  0.19

***

Q: Look up the multiplicity of the second one.
A: 4

***

Q: energy relative to the best compared isomer or geometry (same formula, charge and spin) of number 3 (C3H4N2O2)?
A: 410.6 kJ/mol

***

Q: What is the energy relative to the best compared isomer or geometry (same formula, charge and spin) in the second record?
A: 0.0 kJ/mol